[1]
The following is a quantum chemistry calculation of C17H38AsF6N2NiO6P2S as an isolated structure, from the OMol25 dataset.

Positions of all 74 atoms, in Å:
P (-0.77613, -1.96364, -0.14848)
C (-0.64934, -4.12952, -2.48297)
C (-3.96754, -2.06435, -2.06104)
H (-3.66998, 0.54386, -1.04614)
H (2.89178, 2.70204, -2.21704)
C (0.13577, -5.59027, -0.58471)
C (3.62247, -1.35265, -2.81181)
O (-1.85996, -1.35799, -1.11952)
H (-2.96374, 5.88162, -0.33326)
H (4.25120, -1.16713, -3.68248)
H (-3.37064, -2.31225, -0.01838)
H (-1.88997, -5.02621, -0.97555)
H (-1.76044, 5.79712, 1.82281)
H (3.69314, -2.41457, -2.56273)
H (0.62882, 3.38907, 0.60802)
O (-0.88787, -1.39263, 1.22856)
H (-3.61069, -3.05864, -2.33216)
H (-1.24655, -3.25919, -2.75721)
O (1.68129, -0.54856, 1.36917)
H (5.84870, -0.20836, -0.40838)
H (-2.71654, 3.75348, 3.29665)
As (0.65496, -0.70773, 5.33671)
C (-2.90722, 4.93137, 0.19239)
H (2.15509, 3.45841, 1.50637)
F (1.13442, -1.76215, 4.00040)
H (-3.48538, 5.66161, 2.14969)
F (0.06498, -1.97192, 6.24927)
C (4.11665, -0.50784, -1.65617)
H (-0.85938, 4.64385, -0.44752)
H (3.22829, 1.89804, 0.09502)
H (-5.04414, -2.12711, -1.89581)
C (0.76553, -1.53895, -0.99461)
H (1.32520, -2.46761, -1.13253)
H (0.11286, -6.47030, -1.22922)
O (-0.91067, -3.50065, -0.04985)
F (2.20651, -0.65198, 5.94674)
H (0.52350, -1.12753, -1.97602)
H (-3.86583, 4.42192, 0.07100)
H (-3.77994, -1.38381, -2.89506)
F (1.06229, 0.57302, 4.08239)
N (-2.44079, 3.86833, 2.33252)
H (3.96932, 0.54891, -1.87994)
H (0.40841, -3.90990, -2.65584)
C (2.31351, 3.13330, -1.39897)
H (1.31118, 3.36230, -1.77004)
H (2.79517, 4.06259, -1.09065)
C (-0.89548, -4.59623, -1.06038)
H (1.14551, 2.03183, 1.64574)
H (2.59248, -1.11016, -3.08828)
P (1.87538, -0.42831, -0.10186)
C (1.48410, 2.79845, 0.95455)
O (3.34080, -0.80746, -0.43136)
F (0.02063, 0.53780, 6.26081)
O (1.53528, 0.98018, -0.72041)
H (-1.18121, 2.05757, 0.02557)
C (-2.64184, 5.17423, 1.67049)
C (-1.79394, 4.08364, -0.40149)
S (-1.78940, 1.32450, 2.58992)
F (-0.90377, -0.69586, 4.34284)
H (-3.39925, 0.02220, 0.64537)
H (-4.93233, -0.33246, -0.15703)
C (2.22837, 2.19719, -0.22177)
C (-3.29563, -1.56169, -0.80577)
C (-1.94004, 2.83014, 1.70140)
N (-1.58727, 2.88607, 0.43679)
H (-2.03962, 3.75165, -1.40627)
H (5.71500, -1.83083, -1.10398)
H (-0.06636, -5.90448, 0.43892)
H (-0.92446, -4.94213, -3.15438)
C (-3.85645, -0.24683, -0.31263)
H (1.13962, -5.15675, -0.62840)
C (5.55832, -0.76836, -1.29740)
H (6.19861, -0.46560, -2.12608)
Ni (0.17463, -0.48565, 2.63144)

Values from the calculation:
net charge = +2
spin multiplicity = 4
HOMO-LUMO gap (alpha / beta) = 0.4041 / 0.2427 Ha

Results of the Löwdin charge analysis, in e, for atoms 1 through 8: P 0.493; C -0.042; C -0.024; H 0.091; H 0.087; C -0.029; C -0.031; O -0.187

[2]
The following is a quantum chemistry calculation of one molecule with the formula C3H4N2O2S, from the OMol25 dataset.

Positions of all 12 atoms, in Å:
H (3.50713, 0.25002, -0.73968)
N (-0.53042, -1.35583, -0.01814)
N (1.45359, -0.23711, -0.29898)
C (2.78375, 0.05940, 0.25284)
C (-0.84155, -0.15349, 0.08755)
H (-2.85185, -1.07592, -0.26635)
S (-2.40703, 0.26505, 0.07657)
H (2.66707, 1.24744, 0.78383)
H (2.99773, -0.84521, 1.05866)
C (0.45078, 0.69651, 0.00390)
O (0.58230, 1.90913, -0.14755)
O (0.83924, -1.44426, -0.09088)

Values from the calculation:
net charge = 0
spin multiplicity = 1
relative energy (zero: lowest compared OMol25 entry of this formula, charge and spin) = 5.745 eV
HOMO-LUMO gap = 0.3385 Ha

Results of the natural (NBO) charge analysis, in e, for atoms 1 through 8: H 0.242; N -0.087; N -0.156; C -0.483; C -0.149; H 0.173; S 0.137; H 0.255